This record from OMol25 describes 2 unconnected molecules or ions with the total composition C8H9BrO2 in a non-equilibrium geometry. The level of theory is the ωB97M-V functional and the def2-TZVPD basis.

For the HOMO energy, the calculation gives -9.5 eV. The calculation puts the max |F| at 0.0970 Eh/bohr. Its energy above the lowest of the compared OMol25 structures with the same formula, charge and spin is 8.13 kcal/mol. For the HOMO-LUMO gap, the calculation gives 10.21 eV. The calculation puts the LUMO energy at 0.7 eV. As for the SMILES: COC(=O)c1ccccc1.Br.

```
20
Properties=species:S:1:pos:R:3:forces:R:3:nbo_charge:R:1
C 1.0318 2.0673 0.1588 -0.146 -0.701 -0.120 -0.2075
C 1.5312 1.1170 -0.7734 1.486 0.816 -0.719 -0.2043
C 0.1506 1.5837 1.1234 1.891 -2.412 -3.933 -0.1839
C 1.2226 -0.2326 -0.7295 -1.653 1.362 1.552 -0.1829
C -0.2922 0.2774 1.0960 1.628 -0.047 -0.782 -0.2134
C 0.2734 -0.6642 0.2072 -0.676 0.094 0.000 -0.1425
C -2.5902 -1.6634 -0.2828 3.077 0.741 2.511 -0.2519
C -0.1295 -2.1148 0.1988 1.299 -0.697 0.290 0.7772
O 0.6895 -3.0157 0.2942 -0.602 1.232 -0.168 -0.5713
O -1.4033 -2.4597 0.1290 -1.779 -0.526 -0.288 -0.5170
Br 4.8373 -0.3600 0.0347 0.066 -0.169 0.141 -0.2105
H 1.1700 3.1563 0.2641 0.709 -0.722 -0.858 0.2261
H 2.2992 1.2427 -1.5936 -0.988 1.059 1.131 0.2211
H -0.2011 2.2166 1.7926 -1.696 2.762 3.106 0.1960
H 1.6395 -0.8173 -1.4967 0.370 -1.163 -0.444 0.2287
H -0.9542 0.1194 1.8872 -1.227 -1.348 0.817 0.2170
H -3.2220 -1.6727 0.6367 -0.021 0.079 -1.427 0.2127
H -2.8748 -2.0083 -1.2185 -1.372 -1.443 -1.179 0.2011
H -2.1788 -0.7030 -0.5461 -0.331 0.931 0.506 0.1919
H 4.7789 -1.5232 0.8583 -0.033 0.152 -0.134 0.2134
```
Forces are in eV/Å.